# 1
{
  "formula": "C43H28N5O2P2RuSe2",
  "method": "ωB97M-V with the def2-TZVPD basis set",
  "elements": ["Ru", "Se", "P", "C", "C", "C", "C", "C", "C", "C", "C", "C", "C", "C", "C", "C", "C", "N", "N", "N", "P", "Se", "C", "C", "C", "C", "C", "C", "C", "C", "C", "C", "C", "C", "H", "H", "H", "H", "H", "H", "H", "H", "H", "H", "H", "H", "H", "H", "H", "H", "H", "H", "H", "H", "O", "C", "N", "C", "O", "C", "C", "C", "C", "C", "C", "H", "H", "H", "H", "N", "C", "C", "C", "C", "C", "C", "C", "C", "C", "H", "H", "H", "H"],
  "xyz": [[2.38289, 1.85875, 0.41009], [-3.37086, -0.44924, 4.06090], [-2.72206, -0.77247, 2.11260], [-3.90685, -0.17346, 0.87479], [-4.52678, 1.04993, 1.13250], [-5.52606, 1.51207, 0.29359], [-5.92712, 0.75126, -0.79864], [-5.31769, -0.46557, -1.05711], [-4.31037, -0.92901, -0.21986], [-2.41074, -2.51972, 1.75693], [-1.12365, -3.04651, 1.75922], [-0.93447, -4.41865, 1.67282], [-2.02521, -5.26778, 1.57293], [-3.31295, -4.74656, 1.57263], [-3.50668, -3.38018, 1.67895], [-1.11797, 0.05348, 1.75483], [-0.28094, 0.27698, 0.65968], [0.83805, 0.83489, 1.19781], [0.71338, 0.94326, 2.51143], [-0.44894, 0.48588, 2.85490], [-0.18629, -0.09857, -1.09063], [1.64755, 0.83783, -1.88468], [-1.54525, 0.55030, -2.04098], [-1.63757, 0.15687, -3.38058], [-2.58393, 0.74539, -4.19699], [-3.41720, 1.73641, -3.68698], [-3.31124, 2.13111, -2.36366], [-2.37736, 1.53515, -1.52842], [-0.02957, -1.86878, -1.32753], [1.17946, -2.47105, -0.97638], [1.33495, -3.83529, -1.13482], [0.28898, -4.59900, -1.63908], [-0.91159, -4.00097, -1.98716], [-1.07353, -2.63084, -1.84048], [-4.24961, 1.61355, 2.01528], [-6.00999, 2.45678, 0.50515], [-6.72745, 1.10176, -1.43771], [-5.64193, -1.06998, -1.89502], [-3.87178, -1.89981, -0.39971], [-0.26476, -2.39426, 1.85946], [0.06881, -4.82389, 1.69578], [-1.87565, -6.33803, 1.51103], [-4.16756, -5.40759, 1.51416], [-4.51282, -2.98125, 1.73006], [-0.96952, -0.59543, -3.78328], [-2.66459, 0.44399, -5.23256], [-4.15049, 2.20353, -4.33141], [-3.95476, 2.90537, -1.96987], [-2.28693, 1.85559, -0.50126], [1.99586, -1.87016, -0.59221], [2.27096, -4.30674, -0.86644], [0.41484, -5.66624, -1.76533], [-1.72285, -4.59720, -2.38283], [-2.00092, -2.16085, -2.13325], [3.46669, 3.61087, -0.10101], [2.37955, 4.26848, -0.17884], [1.29275, 3.61720, 0.24669], [0.14937, 4.41057, -0.01090], [-0.98281, 4.09420, 0.20595], [0.67525, 5.69745, -0.58881], [0.00747, 6.83481, -0.97754], [0.77707, 7.88377, -1.48216], [2.16028, 7.78399, -1.59063], [2.83248, 6.62916, -1.19751], [2.06101, 5.60085, -0.69806], [-1.06794, 6.90997, -0.89144], [0.28967, 8.79758, -1.79450], [2.72194, 8.62006, -1.98409], [3.90762, 6.54567, -1.27619], [8.96982, -4.80807, 3.57797], [8.21681, -4.02541, 3.20522], [7.27499, -3.04605, 2.73795], [7.00624, -2.95119, 1.36994], [6.09731, -2.02097, 0.91865], [5.45602, -1.17070, 1.83652], [5.73899, -1.26746, 3.21066], [6.64212, -2.20637, 3.65730], [4.52424, -0.22221, 1.38637], [3.68557, 0.60410, 0.99794], [7.51316, -3.60853, 0.67787], [5.87571, -1.93308, -0.13585], [5.24037, -0.60615, 3.90545], [6.86699, -2.29762, 4.71043]],
  "mulliken_spin": [3.0081, 0.0022, -0.0011, 0.0016, 0.0007, -0.0001, 0.0001, -0.0003, -0.0002, 0.0000, 0.0007, 0.0003, -0.0001, 0.0000, 0.0003, 0.0012, 0.0263, -0.0185, -0.0075, 0.0175, 0.0482, 0.3965, -0.0062, 0.0174, 0.0076, 0.0026, 0.0011, 0.0023, 0.0048, -0.0176, 0.0002, 0.0028, 0.0005, -0.0005, -0.0002, 0.0000, 0.0000, 0.0000, 0.0000, 0.0002, 0.0001, 0.0000, 0.0000, 0.0000, 0.0000, 0.0001, 0.0001, 0.0000, -0.0012, 0.0099, -0.0001, 0.0001, -0.0001, 0.0008, 0.0314, -0.0085, 0.0110, 0.0056, 0.0077, 0.0100, -0.0036, 0.0088, -0.0022, 0.0068, -0.0068, 0.0000, 0.0004, 0.0001, 0.0002, 0.0466, -0.0165, 0.1000, -0.0426, 0.0833, -0.0386, 0.0916, -0.0434, 0.3928, -0.1333, -0.0012, 0.0009, 0.0003, -0.0010],
  "multiplicity": 5,
  "total_charge": 1,
  "gap_ev": [6.413, 3.486]
}


# 2
{
  "formula": "C43H29I2N8O2S2V",
  "method": "ωB97M-V with the def2-TZVPD basis set",
  "elements": ["V", "N", "C", "N", "C", "N", "N", "C", "C", "C", "C", "C", "C", "N", "C", "C", "C", "C", "C", "C", "H", "H", "H", "H", "H", "H", "H", "H", "H", "H", "H", "I", "C", "C", "C", "I", "C", "C", "C", "C", "N", "C", "C", "O", "H", "H", "H", "H", "S", "C", "C", "C", "C", "C", "C", "N", "C", "C", "C", "C", "C", "C", "C", "C", "N", "C", "C", "C", "C", "C", "S", "C", "H", "H", "H", "H", "H", "H", "H", "H", "H", "H", "H", "H", "O", "H", "H"],
  "xyz": [[-0.43715, -0.40236, -0.35533], [1.44605, 3.22765, -2.16616], [0.89122, 2.40536, -1.30205], [0.52935, 1.17569, -1.58371], [0.70364, 0.71319, -2.89187], [0.32890, -0.48647, -3.22161], [-0.15991, -1.17056, -2.14142], [-0.65869, -2.34035, -2.32079], [-0.92283, -3.12870, -1.11660], [-1.27631, -4.45952, -1.13943], [-1.37261, -5.14323, 0.07108], [-1.11145, -4.47085, 1.25081], [-0.76946, -3.12610, 1.19988], [-0.68493, -2.47396, 0.04570], [1.31752, 1.57176, -3.88166], [1.56322, 1.15633, -5.19624], [2.18895, 2.00974, -6.07502], [2.57954, 3.28782, -5.66064], [2.34454, 3.71526, -4.37022], [1.70894, 2.85094, -3.49079], [1.70609, 4.15682, -1.86450], [0.71883, 2.79398, -0.30605], [-0.77441, -2.74021, -3.32276], [-1.46064, -4.95459, -2.08452], [-1.64034, -6.19154, 0.08430], [-1.17843, -4.97220, 2.20598], [-0.57183, -2.55671, 2.09879], [1.26043, 0.16245, -5.49475], [2.38972, 1.69034, -7.08829], [3.07801, 3.94844, -6.35731], [2.65602, 4.70194, -4.04754], [-4.00352, -1.06408, -2.63227], [-4.33117, -0.99853, -0.57355], [-5.61377, -1.28448, -0.08525], [-5.88112, -1.19813, 1.25671], [-7.81797, -1.58923, 1.88845], [-4.85070, -0.85037, 2.17695], [-5.03435, -0.72821, 3.57448], [-3.97836, -0.39714, 4.36975], [-2.71513, -0.21709, 3.77767], [-2.49222, -0.32581, 2.48669], [-3.54948, -0.61185, 1.68600], [-3.31613, -0.66328, 0.28151], [-2.06133, -0.39303, -0.16789], [-6.39646, -1.56319, -0.77712], [-6.01488, -0.90026, 3.99788], [-4.10102, -0.28192, 5.43771], [-1.85589, 0.02434, 4.39548], [-2.82898, 3.96150, 2.32701], [-3.12331, 5.45318, 3.09907], [-1.99867, 5.95855, 3.67179], [-0.87178, 5.11963, 3.47936], [-1.15694, 3.98983, 2.76449], [-0.24812, 2.91203, 2.37217], [-0.70124, 1.88649, 1.52887], [0.07738, 0.89745, 1.10759], [1.37784, 0.87135, 1.48556], [1.91753, 1.81547, 2.35465], [3.30529, 1.68429, 2.72268], [4.05894, 0.67446, 2.24156], [3.51302, -0.29668, 1.32414], [4.23392, -1.37399, 0.79648], [3.64169, -2.24650, -0.10352], [2.31146, -1.97583, -0.47421], [1.59812, -0.97355, 0.01617], [2.18583, -0.16129, 0.93499], [4.34025, -3.39369, -0.67763], [3.82859, -4.39924, -1.45728], [4.79626, -5.35590, -1.84105], [6.02930, -5.05884, -1.34658], [6.02444, -3.63520, -0.42069], [1.07349, 2.84454, 2.79551], [-4.11628, 5.87564, 3.08803], [-1.97251, 6.89370, 4.21166], [0.11112, 5.36485, 3.86009], [-1.72645, 1.87434, 1.18515], [3.73301, 2.41328, 3.39947], [5.09884, 0.58209, 2.52889], [5.26325, -1.52515, 1.10220], [1.83401, -2.60108, -1.21549], [2.78681, -4.47350, -1.74285], [4.59265, -6.21973, -2.45586], [6.94778, -5.60861, -1.48465], [1.46198, 3.59186, 3.47709], [-2.28583, 2.04816, -1.58909], [-2.84708, 1.77989, -2.32600], [-2.64411, 2.89812, -1.31025]],
  "mulliken_spin": [1.1505, 0.0004, 0.0061, -0.0134, -0.0104, -0.0020, -0.0666, 0.0236, 0.0135, 0.0062, -0.0015, 0.0023, 0.0169, -0.0300, -0.0006, 0.0000, 0.0000, -0.0010, 0.0003, -0.0028, -0.0001, -0.0005, -0.0022, 0.0001, 0.0001, -0.0001, 0.0043, -0.0002, 0.0000, 0.0000, 0.0000, -0.0024, -0.0222, 0.0137, -0.0304, -0.0087, 0.0052, -0.0078, 0.0047, 0.0003, 0.0078, -0.0097, -0.0109, 0.0099, -0.0005, -0.0008, 0.0001, 0.0003, 0.0001, -0.0020, 0.0005, -0.0015, 0.0002, -0.0067, -0.0298, 0.0094, -0.0215, -0.0106, 0.0007, -0.0028, 0.0010, 0.0053, 0.0012, 0.0168, -0.0238, 0.0022, 0.0000, 0.0000, 0.0000, -0.0003, -0.0002, 0.0174, -0.0001, 0.0000, 0.0000, -0.0044, -0.0001, 0.0001, 0.0001, 0.0042, -0.0001, 0.0000, 0.0000, -0.0006, 0.0037, 0.0001, 0.0001],
  "multiplicity": 2,
  "total_charge": 3,
  "gap_ev": [5.362, 5.645],
  "relative_energy_kcal_mol": 3.44
}


# 3
{
  "formula": "C43H30AlClN4O4P",
  "method": "ωB97M-V with the def2-TZVPD basis set",
  "elements": ["Al", "O", "C", "O", "C", "C", "Cl", "N", "N", "C", "C", "O", "O", "C", "C", "C", "C", "C", "C", "H", "H", "H", "H", "H", "H", "C", "C", "C", "C", "C", "C", "P", "C", "C", "C", "C", "C", "C", "C", "C", "C", "C", "C", "C", "C", "C", "C", "C", "H", "H", "H", "H", "H", "H", "H", "H", "H", "H", "H", "H", "H", "H", "H", "H", "C", "C", "C", "C", "N", "C", "C", "C", "C", "C", "C", "N", "H", "H", "H", "H", "H", "H", "H", "H"],
  "xyz": [[0.42880, -0.66304, -1.13995], [0.20330, -6.56540, 0.10827], [-0.05515, -6.07684, 1.29021], [-0.47032, -6.85317, 2.16947], [0.12700, -4.64804, 1.62206], [0.00868, -4.05674, 2.88212], [-0.53916, -4.64894, 4.33042], [0.28278, -2.73095, 2.78986], [0.43188, -2.34500, 1.44337], [0.44940, -3.48522, 0.79670], [0.85718, -3.49035, -0.66961], [1.06561, -4.55764, -1.28537], [1.04044, -2.33483, -1.23546], [0.43622, -1.79054, 3.89496], [1.22984, -2.11611, 5.03390], [1.45640, -1.15629, 6.01475], [0.85879, 0.11799, 5.97715], [0.01310, 0.40131, 4.88910], [-0.21220, -0.53493, 3.86874], [0.53997, -5.86130, -0.53854], [1.64981, -3.10938, 5.08303], [2.12571, -1.42871, 6.82224], [1.08803, 0.84448, 6.73324], [-0.47322, 1.37080, 4.80992], [-0.86555, -0.29345, 3.03101], [-1.85268, 3.75957, 3.47944], [-1.00749, 4.30214, 2.50081], [-0.65973, 3.56525, 1.35959], [-1.27384, 2.31451, 1.10988], [-2.17422, 1.79431, 2.07075], [-2.44743, 2.51228, 3.24158], [-0.99688, 1.37984, -0.42936], [-0.45272, 2.58814, -1.62503], [0.89119, 3.05418, -1.53070], [1.35764, 3.94979, -2.48618], [0.49902, 4.48482, -3.45237], [-0.83403, 4.08038, -3.48790], [-1.29343, 3.07226, -2.63850], [-2.58724, 0.80514, -0.96332], [-3.74698, 1.50895, -0.72292], [-4.96679, 1.07827, -1.29611], [-5.02957, -0.07751, -2.04569], [-3.82897, -0.80918, -2.33826], [-3.85163, -1.97001, -3.14925], [-2.65710, -2.62677, -3.42048], [-1.43733, -2.19186, -2.84953], [-1.38091, -1.10214, -1.99822], [-2.57984, -0.37693, -1.75600], [-2.04375, 4.33138, 4.37951], [-0.60238, 5.29630, 2.60209], [0.02567, 3.98844, 0.64003], [-2.70497, 0.85491, 1.85801], [-3.12493, 2.08042, 3.97140], [1.53461, 2.73148, -0.71245], [2.39365, 4.25952, -2.48034], [0.90257, 5.18597, -4.16968], [-1.54648, 4.50823, -4.18801], [-2.29025, 2.66624, -2.74701], [-3.71815, 2.39064, -0.10639], [-5.84703, 1.66193, -1.10884], [-5.96564, -0.42918, -2.46939], [-4.80818, -2.33803, -3.53096], [-2.65164, -3.52198, -4.01991], [-0.52503, -2.74423, -3.09102], [2.41706, -0.83825, -4.92226], [3.73076, -0.78476, -4.45424], [4.01107, -0.35021, -3.14811], [2.92939, -0.11106, -2.28380], [1.64711, -0.25799, -2.69830], [1.41798, -0.50435, -3.99934], [3.09411, 0.21119, -0.84518], [4.32385, 0.53881, -0.24098], [4.31317, 0.81202, 1.14478], [3.11909, 0.75283, 1.88164], [1.95589, 0.43089, 1.19052], [1.93986, 0.12104, -0.11614], [2.16599, -1.14472, -5.94094], [4.57962, -1.06233, -5.07399], [5.03084, -0.24239, -2.81419], [0.36057, -0.47380, -4.28978], [5.25904, 0.51847, -0.78941], [5.23472, 1.07339, 1.61839], [3.08110, 0.92636, 2.95911], [0.99437, 0.37970, 1.70138]],
  "mulliken_charge": [0.2010, -0.5552, 0.4320, -0.6293, -0.3898, 0.3096, -0.0946, -0.0839, 0.2978, 0.3632, 0.6836, -0.8383, -0.1480, 0.0190, -0.5298, -0.5397, -1.0087, 0.0467, -0.1473, 0.4131, 0.4981, 0.4027, 0.4629, 0.3186, 0.3378, -0.5070, -0.6693, -0.8547, 0.9546, -0.5186, -0.7902, 2.0183, 0.4919, -0.2092, -0.8933, -0.7785, -0.6733, -0.8767, -0.2386, 0.0249, -0.8928, -0.8883, 1.4219, -0.9127, -1.1037, -0.2918, -0.0512, -1.3772, 0.4466, 0.4616, 0.3957, 0.4417, 0.4378, 0.4230, 0.4703, 0.4201, 0.4247, 0.4021, 0.5749, 0.4681, 0.4239, 0.4050, 0.4500, 0.5640, -1.0861, -0.4473, -1.1281, 0.6381, 0.9916, -0.1828, 1.1313, -1.1976, -0.7496, -1.2421, 0.1734, 0.5217, 0.4479, 0.4437, 0.4363, 0.5794, 0.4898, 0.4756, 0.5863, 0.7032],
  "multiplicity": 1,
  "total_charge": 1,
  "gap_ev": 6.551,
  "relative_energy_kcal_mol": 0.00
}


Q: Which DFT total energy values were calculated for the entries above? A: -208434.3516, -124617.3946, -87635.8827, in eV.